Arrangement P

{"formula": "C4H3FS", "method": "ωB97M-V with the def2-TZVPD basis set", "symbols": ["F", "C", "S", "H", "H", "C", "C", "C", "H"], "positions_angstrom": [[-0.65222, -0.62856, -1.58618], [-1.62549, 1.05544, 1.01917], [2.48622, -0.29202, 0.77477], [1.68713, 0.16545, -1.33669], [-2.22399, 1.85522, 1.29770], [-0.96810, 0.20480, 0.50715], [-0.07945, -0.62562, -0.30741], [1.38913, -0.08614, -0.34325], [-0.01323, -1.64857, -0.02525]], "nbo_charge": [-0.3470, -0.1793, 0.1389, 0.2066, 0.2330, -0.0461, 0.0817, -0.3008, 0.2130], "smiles": "C#C[C@@H](F)C=S", "homo_ev": -9.26}

---

Arrangement Q

{"formula": "C4H3FS", "method": "ωB97M-V with the def2-TZVPD basis set", "symbols": ["C", "C", "S", "H", "H", "C", "H", "F", "C"], "positions_angstrom": [[-0.51568, -2.19443, 0.86786], [0.81385, 1.27534, -0.30706], [-0.22315, 2.49346, 0.34166], [1.81567, -0.22879, -1.55589], [0.28499, -2.79910, 1.27232], [1.37442, 0.48956, -0.98716], [0.44196, 3.63915, -0.23659], [-2.55137, -1.09631, 0.09889], [-1.44069, -1.57889, 0.50597]], "nbo_charge": [-0.4028, -0.2264, 0.0483, 0.2240, 0.2462, -0.2102, 0.1640, -0.2595, 0.4163], "smiles": "C#CF.C#CS", "homo_ev": -9.17}

---

Winner for stability: arrangement P

---

Arrangement P

{"formula": "C2H11N3O2", "method": "ωB97M-V with the def2-TZVPD basis set", "symbols": ["O", "H", "N", "H", "O", "H", "H", "H", "H", "H", "C", "H", "H", "N", "H", "C", "N", "H"], "positions_angstrom": [[-1.89427, 2.41811, 0.70424], [1.59533, 0.97111, -0.84181], [1.66516, -1.27086, 0.27179], [-1.27915, 3.15684, 0.51479], [-1.46664, 1.29417, -1.71869], [-1.39382, -0.28103, 0.39528], [-0.92198, -1.83667, 0.40615], [2.55399, -2.41250, 1.85273], [-0.37121, 1.14166, -1.36954], [-1.33295, 2.02031, -2.33791], [0.57479, -0.52355, -0.07665], [1.36259, -3.26108, 0.89219], [0.92226, -1.93420, 2.07034], [-0.60896, -0.88220, 0.46445], [2.41242, -1.35262, -0.39294], [1.61322, -2.29216, 1.31225], [0.67619, 0.58311, -0.71661], [-1.88006, 1.86100, -0.10459]], "nbo_charge": [-0.9924, 0.3673, -0.6144, 0.4593, -1.0757, 0.4213, 0.3877, 0.2098, 0.4644, 0.4542, 0.6305, 0.1855, 0.2271, -0.8030, 0.3971, -0.4251, -0.7912, 0.4976], "homo_ev": -9.38}

---

Arrangement Q

{"formula": "C2H11N3O2", "method": "ωB97M-V with the def2-TZVPD basis set", "symbols": ["H", "H", "N", "H", "C", "H", "O", "H", "C", "H", "O", "H", "H", "H", "H", "N", "H", "N"], "positions_angstrom": [[-2.72895, -1.97217, -3.68726], [2.26084, 2.10234, 1.72189], [1.41514, 0.70173, 0.40187], [1.70103, 0.54149, 2.64472], [1.58672, 1.30917, 1.69396], [-0.26629, -1.34921, 2.26241], [-2.57874, -1.18439, -4.22305], [2.32609, 0.37499, -0.01982], [0.29741, 0.33903, -0.24684], [-3.52335, -0.88339, -4.46138], [0.05682, -1.74444, 3.07065], [0.60946, 1.93929, 1.73800], [1.01108, -1.56222, 3.10146], [-0.79908, 0.19239, -1.67007], [0.93138, 0.69723, -1.95712], [-0.60792, -0.25149, 0.52392], [-1.67825, -0.14180, 0.64703], [-0.01340, 0.89147, -1.54036]], "nbo_charge": [0.4690, 0.2051, -0.6446, 0.1850, -0.3962, 0.4981, -0.9415, 0.3746, 0.5806, 0.4728, -0.9671, 0.2174, 0.4560, 0.4024, 0.3732, -0.8745, 0.3912, -0.8016], "smiles": "[H]/N=C(\\N)NC.O.O", "homo_ev": -9.08}

---

Winner for stability: arrangement P

---

Arrangement P

{"formula": "C3H13NO4", "method": "ωB97M-V with the def2-TZVPD basis set", "symbols": ["O", "H", "H", "O", "C", "C", "H", "H", "H", "H", "H", "H", "O", "H", "H", "C", "H", "N", "O", "H", "H"], "positions_angstrom": [[-0.36687, -0.28442, -0.26806], [1.42555, 2.44212, 1.63475], [1.26251, -1.19730, 0.83790], [1.23916, -1.79204, 1.59458], [-0.16465, 0.84730, -0.60199], [1.19309, 1.55364, -0.33714], [-1.93625, -1.77022, -1.57085], [0.55245, -2.44269, 1.43280], [2.75532, 1.48631, -1.79197], [0.87999, 0.82549, 1.68780], [-0.95488, -2.33332, -0.55081], [-0.86944, 1.55158, -1.08261], [-3.22331, 0.42686, 0.38742], [2.89736, 0.43434, -0.68422], [2.62104, 1.28979, 1.37178], [1.57516, 1.46913, 1.14985], [-2.63335, -0.24750, 0.02268], [2.17186, 0.92624, -1.19082], [-1.85218, -2.42997, -0.87411], [-3.13953, 1.15264, -0.23913], [0.95120, 2.59348, -0.55874]], "nbo_charge": [-0.5667, 0.2230, 0.4770, -0.9484, 0.4925, -0.1593, 0.4655, 0.4691, 0.3772, 0.2416, 0.4750, 0.1027, -0.9374, 0.3682, 0.2253, -0.6490, 0.4829, -0.8448, -0.9359, 0.4524, 0.1889], "smiles": "C[C@@H](N)C=O.O.O.O", "homo_ev": -9.84}

---

Arrangement Q

{"formula": "C3H13NO4", "method": "ωB97M-V with the def2-TZVPD basis set", "symbols": ["H", "C", "C", "O", "H", "H", "O", "H", "H", "C", "H", "H", "H", "O", "H", "N", "H", "H", "O", "H", "H"], "positions_angstrom": [[-1.99854, -1.26508, 1.89986], [1.63249, 0.43555, 0.87484], [0.88425, 1.17181, -1.83587], [-1.26805, -2.32993, -0.67041], [1.87245, 1.55668, -1.58716], [-2.12707, 1.63349, 1.50190], [-1.54074, 1.66993, 0.74925], [-2.10221, -1.94278, -0.96090], [-0.89590, -2.61005, -1.51690], [0.94446, -0.31202, -1.43674], [0.61214, 1.21710, -2.87917], [1.38385, -1.46836, 0.16544], [-2.02426, -0.01302, 2.75845], [-1.41950, -0.61887, 2.32111], [1.20337, 0.02078, 1.78760], [1.41895, -0.52247, -0.18189], [0.16698, 1.69140, -1.20376], [2.67106, 0.70862, 1.07977], [0.68771, -1.20802, -2.21320], [-1.24092, 0.77941, 0.54123], [1.13946, 1.40584, 0.80653]], "nbo_charge": [0.4808, -0.4376, -0.7216, -0.9550, 0.2238, 0.4622, -0.9519, 0.4610, 0.4941, 0.7002, 0.2382, 0.4041, 0.4607, -0.9379, 0.2190, -0.6202, 0.2355, 0.1892, -0.6538, 0.4892, 0.2202], "smiles": "CNC(C)=O.O.O.O", "homo_ev": -9.46}

---

Winner for stability: arrangement Q

---

Arrangement P

{"formula": "C23H30N6O", "method": "ωB97M-V with the def2-TZVPD basis set", "symbols": ["H", "H", "N", "C", "H", "C", "H", "H", "C", "C", "H", "H", "N", "H", "C", "H", "H", "H", "H", "H", "H", "H", "N", "H", "C", "C", "C", "H", "H", "H", "N", "N", "C", "C", "C", "C", "H", "H", "O", "H", "H", "H", "H", "C", "C", "H", "C", "H", "C", "H", "C", "C", "N", "C", "C", "C", "H", "C", "C", "H"], "positions_angstrom": [[0.56837, -2.52073, -1.94074], [-4.22241, -5.04455, -2.30179], [4.08414, -0.69228, 1.91387], [0.71813, -4.68518, -1.80844], [5.01386, 7.65135, -0.11004], [-5.23899, -1.18544, -2.83131], [4.25299, 3.41156, -0.56592], [3.28265, 4.67480, -2.49735], [1.49034, 2.87771, 3.93302], [3.98594, 6.47042, -1.63190], [3.62277, 7.15255, -2.38282], [5.01510, -0.52192, 1.57694], [1.47003, 2.22655, 2.73173], [-5.90765, 0.60273, -0.28550], [4.90198, 5.42819, 0.13687], [-1.93449, -1.77497, -1.75214], [-4.66712, -5.50911, -0.06190], [3.01512, -0.57509, 0.07211], [1.79336, 4.98289, 4.43686], [1.33709, 2.34089, 4.85487], [-1.39458, -3.18507, -2.68822], [-4.80946, -2.01867, -3.36295], [3.77031, 5.12317, -1.74293], [1.29436, -3.13324, -0.39552], [-0.90164, -2.25629, 0.54921], [1.88854, -0.99664, 1.95650], [-1.89093, -2.88654, -1.73973], [1.31464, 1.23849, 2.60764], [-4.65917, -1.52696, -0.70289], [-2.95646, -6.21221, -0.10355], [-1.12324, -1.37447, 1.20588], [0.94127, -5.66698, -2.29770], [-5.14471, -0.96384, -1.48187], [2.95817, -0.73426, 1.13703], [1.85247, 4.36331, 2.28604], [2.39182, -1.11142, 3.28004], [-2.45298, -5.24587, -2.18698], [1.82306, -1.31312, 4.17381], [-3.21281, -3.33671, -1.60944], [1.72114, 2.80093, 0.69513], [-6.26714, 0.01618, -4.41850], [4.49893, -0.91782, 3.99229], [0.85757, -1.09410, 1.64160], [1.69452, 3.12244, 1.72345], [-3.59959, -5.32055, -0.24889], [-6.91741, 1.62464, -2.33568], [3.74723, -0.91617, 3.22035], [-1.10039, -4.29245, -0.15505], [4.32125, 4.48224, -0.66591], [-3.20701, -4.54972, 0.44409], [-6.00108, -0.12140, -3.38269], [0.54367, -3.32608, -1.18043], [-5.81652, 0.19488, -1.19866], [4.68893, 6.69072, -0.47602], [1.72311, 4.20824, 3.68996], [-3.32626, -4.76004, -1.70930], [5.42085, 5.23635, 1.06210], [-0.93016, -3.28276, -0.56661], [-6.34529, 0.71159, -2.35050], [2.04113, 5.27952, 1.74923]], "nbo_charge": [0.2493, 0.1973, -0.5044, 0.2669, 0.2216, -0.3021, 0.2068, 0.4091, -0.0770, -0.0793, 0.2092, 0.4145, -0.5129, 0.4116, -0.3015, 0.2188, 0.2235, 0.2061, 0.2172, 0.2066, 0.1797, 0.2211, -0.5081, 0.2722, 0.2902, -0.3558, -0.0541, 0.4282, 0.2199, 0.2116, -0.3187, -0.3036, -0.0816, -0.0744, -0.3111, -0.3156, 0.1811, 0.2278, -0.5267, 0.2001, 0.2195, 0.2152, 0.2429, -0.0717, -0.6433, 0.2086, -0.0616, 0.2627, -0.0766, 0.2105, -0.3126, -0.4892, -0.5069, -0.3059, -0.3135, -0.0851, 0.2247, -0.3287, -0.0785, 0.2256], "smiles": "CCOC[C@H](C#N)CC#N.c1cc[nH]c1.c1cc[nH]c1.c1cc[nH]c1.c1cc[nH]c1", "homo_ev": -7.80}

---

Arrangement Q

{"formula": "C23H30N6O", "method": "ωB97M-V with the def2-TZVPD basis set", "symbols": ["H", "H", "H", "H", "C", "C", "C", "H", "C", "C", "H", "C", "N", "H", "O", "H", "H", "C", "H", "H", "C", "H", "H", "H", "H", "C", "H", "H", "H", "H", "N", "C", "H", "H", "H", "C", "H", "N", "C", "C", "C", "C", "N", "H", "C", "N", "H", "C", "C", "C", "H", "C", "H", "C", "C", "H", "N", "C", "H", "H"], "positions_angstrom": [[4.71475, 0.61026, -1.24246], [9.49816, 0.10258, -1.51481], [-3.42960, 0.04042, 1.51135], [-3.08880, 3.06955, 1.79999], [0.15795, -1.81194, -0.46077], [-0.05554, -0.44460, -0.45636], [-5.28700, -3.26152, 0.55555], [0.15524, 1.43628, -1.22389], [-0.99254, -2.34418, 0.13051], [-5.59765, -0.81632, 0.91954], [-5.45182, -3.91139, -0.30120], [2.04158, 0.80351, -1.02853], [-1.84023, -1.39558, 0.46903], [7.21316, -0.74850, -1.83236], [2.46439, 1.84809, -1.47196], [-5.98618, 0.18540, -2.14041], [2.89540, -1.10768, -1.33748], [5.26804, -1.04994, 0.02451], [4.90083, -1.52777, 0.93583], [10.26791, 0.77081, 0.73272], [-5.83947, -0.30415, -1.19756], [-1.23876, 1.81564, 0.39062], [2.49346, -0.76579, 0.35026], [-5.95341, -3.54970, 1.36970], [6.45085, -0.26812, 2.33602], [6.67569, -0.56850, 0.23010], [-1.22640, -3.37390, 0.31417], [-6.42355, 2.24812, -0.31931], [-5.52338, -0.88100, 1.98711], [8.73513, 0.58338, 2.65755], [0.68647, 0.62454, -0.93101], [-5.77712, 0.26995, 0.08443], [-6.31404, 1.85368, 1.40414], [-4.24990, -3.35585, 0.88630], [-2.25922, 1.42305, -1.82255], [-5.82380, 1.72656, 0.43445], [-3.48084, 0.37401, -1.09780], [-5.55082, -1.91491, 0.14184], [-3.76812, 2.48540, -0.69874], [8.83156, 0.02255, -0.66833], [8.40372, 0.29227, 1.67121], [-2.86912, 1.26068, -0.93059], [-4.55316, 2.43163, 0.51110], [4.37453, 0.86480, 0.46321], [4.35123, 0.12255, -0.33687], [-1.26500, -0.24120, 0.12739], [-2.17907, 0.88056, 2.43456], [7.54603, -0.45588, -0.84647], [9.26403, 0.39793, 0.59206], [-3.72459, 2.18454, 1.66709], [-4.36633, 2.09731, 2.54586], [-1.97755, 1.00960, 0.29052], [-4.44187, 2.61058, -1.54813], [7.11841, -0.18646, 1.48954], [-2.82663, 0.94444, 1.55841], [5.24329, -1.78719, -0.78141], [-5.69694, -1.61493, -1.14184], [2.91324, -0.33707, -0.56215], [0.99272, -2.35432, -0.84871], [-3.13368, 3.37877, -0.63277]], "nbo_charge": [0.2225, 0.2104, 0.2393, 0.1862, -0.3762, 0.3172, -0.4060, 0.4121, -0.0384, -0.0516, 0.2340, 0.6998, -0.2884, 0.2074, -0.5976, 0.2077, 0.2262, -0.4365, 0.2044, 0.2121, -0.0739, 0.2011, 0.2291, 0.2043, 0.2065, 0.0880, 0.2054, 0.2052, 0.2168, 0.2114, -0.6234, -0.1601, 0.2055, 0.2130, 0.2022, -0.2274, 0.2328, -0.1513, -0.2181, -0.1905, -0.2018, -0.4309, -0.4431, 0.2093, -0.3806, -0.1702, 0.2134, -0.2519, -0.2266, -0.2148, 0.2022, -0.0464, 0.2050, -0.2486, -0.4285, 0.2046, -0.2599, -0.5084, 0.2276, 0.1882], "smiles": "Cn1cc(CN2CCC(n3nccc3NC(=O)CCCc3ccccc3)CC2)cn1", "homo_ev": -8.29}

---

Winner for stability: arrangement Q